[1]
Computed, not measured: the molecule C17H27N3O2S, with ωB97M-V with the def2-TZVPD basis set.

Output
lowest unoccupied orbital energy	0.02657	Ha
Kohn-Sham gap	8.4	eV
energy above the lowest of the compared OMol25 structures with the same formula, charge and spin	20.0	kcal/mol
total energy	-1376.906350	hartree

The geometry in XYZ format:
```
50
Properties=species:S:1:pos:R:3:forces:R:3
C -0.129 -4.769 2.990 0.1094 0.4295 0.0363
C -0.040 -3.379 3.610 -0.2621 -0.5087 0.3443
O 0.751 -2.490 2.844 -0.0555 0.3341 -0.2069
C 0.408 -2.140 1.568 0.1222 0.0444 -0.1332
C 1.484 -1.762 0.775 -0.1705 -0.0387 0.1899
C 1.317 -1.332 -0.527 -0.1178 -0.0054 -0.0619
C 0.048 -1.276 -1.077 0.0679 -0.1742 -0.0839
C -1.035 -1.649 -0.293 0.0122 -0.1266 0.0401
C -0.890 -2.076 1.020 0.0894 -0.1176 0.0779
O -1.933 -2.473 1.812 0.4436 0.0969 0.0793
C -3.266 -2.341 1.363 -0.4455 0.1278 -0.0859
C -3.786 -0.913 1.471 0.2740 -0.2754 -0.0006
H -3.772 -0.592 2.510 -0.0257 0.0371 0.1023
H -3.165 -0.225 0.902 0.0034 0.0489 -0.0895
H -4.806 -0.862 1.099 -0.1398 0.0172 -0.0381
H -3.373 -2.726 0.341 0.0320 -0.0196 0.1159
H -3.835 -2.997 2.031 0.0557 0.0516 -0.1786
H -2.019 -1.577 -0.727 -0.1579 0.0126 0.0080
C -0.175 -0.753 -2.469 -0.0452 0.2801 0.1465
H -0.963 -1.319 -2.969 0.0468 -0.0270 -0.0947
H 0.741 -0.851 -3.055 -0.0086 -0.0899 -0.0526
C -0.606 0.724 -2.428 -0.2598 -0.2584 -0.2306
N 0.331 1.541 -1.698 0.2388 0.2373 0.1221
C 0.101 1.892 -0.415 -0.0105 0.2328 0.1549
N 1.104 2.492 0.262 0.2237 0.0954 -0.1514
H 0.894 2.776 1.205 -0.1115 -0.0597 -0.1109
C 2.388 2.793 -0.341 0.3333 -0.1832 0.0231
N 2.247 2.997 -1.759 0.1285 -0.0225 0.0490
C 1.618 1.831 -2.320 0.3354 -0.1191 -0.1586
H 1.448 1.982 -3.389 0.0023 -0.0748 0.0720
H 2.306 0.984 -2.194 -0.0959 0.0698 -0.0786
C 1.588 4.252 -2.119 -0.0032 0.0864 -0.1962
C 1.947 4.666 -3.540 -0.0819 -0.0311 0.2739
H 1.506 3.999 -4.276 -0.0431 -0.0410 -0.1262
H 3.026 4.656 -3.665 0.1037 0.0227 -0.0413
H 1.578 5.671 -3.731 -0.0592 0.0902 -0.1038
H 0.496 4.189 -2.008 0.0604 0.0578 0.0853
H 1.951 5.017 -1.429 -0.0688 -0.0439 0.0289
H 2.805 3.688 0.127 -0.0500 -0.1040 -0.0392
H 3.086 1.957 -0.183 -0.0646 0.1714 -0.0210
S -1.361 1.706 0.341 -0.7555 0.0192 0.5595
H -0.700 1.117 -3.446 -0.0034 0.0215 0.0419
H -1.569 0.810 -1.920 0.1227 0.0262 -0.1799
H 2.183 -1.059 -1.113 0.0872 0.0216 -0.0843
H 2.467 -1.811 1.218 0.0959 -0.0480 0.0754
H 0.488 -3.429 4.568 -0.1083 0.0005 -0.1104
H -1.041 -2.972 3.778 0.2215 -0.0381 0.0440
H -0.679 -4.730 2.053 -0.0688 -0.0485 -0.0794
H 0.868 -5.157 2.795 0.0756 -0.0760 0.0039
H -0.645 -5.441 3.671 -0.0723 -0.1015 0.0633
```
Positions in Å, forces in eV/Å.

***

[2]
Computed, not measured: the molecule C13H17N3O4, with ωB97M-V with the def2-TZVPD basis set.

Output
lowest unoccupied orbital energy	0.01709	Ha
Kohn-Sham gap	9.4	eV
energy above the lowest of the compared OMol25 structures with the same formula, charge and spin	22.4	kcal/mol
total energy	-970.852563	hartree

The geometry in XYZ format:
```
37
Properties=species:S:1:pos:R:3:forces:R:3
C -0.224 2.131 -0.671 -0.9234 0.6308 0.1507
C 0.115 -1.213 2.726 0.6420 -0.6431 1.0902
C -1.396 -1.198 2.457 0.5541 0.4117 0.8890
C -1.897 -0.809 1.111 0.2153 0.1241 -0.5534
C 2.665 -1.183 -3.403 -0.4552 -2.1453 0.9539
C 2.334 -1.641 -2.069 0.9466 -0.2284 -1.9381
C -3.452 -0.945 1.148 -0.1471 -0.7793 1.5272
C 1.834 -0.785 -1.142 -0.2846 1.8836 -0.5045
C 1.902 1.010 -2.838 0.6740 -1.8196 0.7645
C 1.686 0.587 -1.510 -0.6247 0.0551 -0.5715
C 1.193 1.570 -0.468 -0.2805 0.3410 -0.3195
C -1.308 1.012 -0.422 2.1037 0.5496 -1.3706
C 2.426 0.095 -3.799 -0.5439 1.8193 0.6304
H -0.571 0.828 1.478 -1.3158 -0.5448 -1.0734
H -3.332 0.123 -0.364 -0.4116 -0.0868 -0.4054
H -0.152 -2.751 4.104 0.3497 -0.1165 0.1608
H 1.531 -2.111 3.894 -1.3614 -0.2770 0.0571
H -1.903 -0.472 3.114 0.5389 -0.2930 0.3464
H -1.794 -2.153 2.723 -0.3707 -0.6362 0.1640
H -1.580 -1.495 0.300 0.1123 0.3539 0.2431
H 2.953 -1.969 -4.121 0.1925 0.6319 0.3705
H 1.692 2.011 -3.146 -0.0241 0.6106 0.0372
H 2.638 0.505 -4.796 -0.1258 -0.6103 0.3733
H 1.481 -1.075 -0.166 0.3390 -0.1809 0.2457
H 1.836 2.452 -0.386 0.0256 -0.1394 -0.1923
H 1.184 1.119 0.507 0.4004 -0.3992 0.4815
H -0.299 2.544 -1.703 -0.3492 -0.4582 0.7448
H -1.227 3.870 0.115 1.1969 -1.2374 0.1544
H -0.565 2.812 1.211 -0.0613 0.3245 0.3749
H 2.552 -2.679 -1.822 -0.2645 0.1397 -0.0931
N -0.400 3.243 0.315 -0.8317 0.4702 -0.9741
N -1.379 0.568 0.845 0.4094 -0.5833 1.3975
N 0.507 -2.094 3.727 0.3746 1.1246 -1.2374
O 0.968 -0.503 2.205 -0.8603 -0.0013 -0.1423
O -1.918 0.474 -1.337 -0.6630 0.2220 0.1853
O -4.061 -1.633 1.959 1.2073 0.9926 -1.1983
O -4.038 -0.244 0.225 -0.3836 0.4948 -0.7685
```
Positions in Å, forces in eV/Å.

***

[3]
Computed, not measured: C9H16N2 as an isolated structure, with ωB97M-V with the def2-TZVPD basis set.

Output
lowest unoccupied orbital energy	0.03258	Ha
Kohn-Sham gap	9.5	eV
energy above the lowest of the compared OMol25 structures with the same formula, charge and spin	112.7	kcal/mol
total energy	-461.863171	hartree

The geometry in XYZ format:
```
27
Properties=species:S:1:pos:R:3:forces:R:3
C -0.322 -2.164 -1.154 -1.9036 -2.9816 -0.5668
C -1.056 0.697 2.383 -1.4555 0.5617 1.1463
C -0.950 -0.835 -1.438 -2.2845 1.6764 -0.9634
C 0.984 -1.444 -0.750 0.5146 -0.1936 0.4388
C -1.246 1.233 0.946 -2.7938 1.5596 -0.3011
C -0.273 -0.472 1.778 3.5141 0.7874 0.5786
C 0.871 1.051 -1.536 4.6468 -2.0705 1.3888
C 0.248 -0.084 -0.836 -1.0858 -0.8241 1.7872
C -0.017 0.447 0.595 2.8910 1.0687 -1.9237
N 2.023 1.459 -0.592 0.6144 -1.2137 -0.9212
N 1.545 1.426 0.730 -2.5130 -2.7824 -0.1480
H -0.973 -2.810 -0.409 1.8374 1.2438 -0.9928
H -0.356 -2.792 -2.133 0.6767 0.7704 1.7965
H -0.536 1.511 2.887 0.8745 -0.7638 0.4358
H -1.923 0.447 3.047 0.4178 0.2644 -0.8707
H -1.130 -0.712 -2.534 0.4804 0.2997 0.7058
H -1.954 -0.571 -0.998 0.9413 -0.4760 -0.1470
H 1.369 -1.648 0.286 0.0394 -0.0621 -1.3203
H 1.738 -1.499 -1.555 0.0186 -0.3147 0.6299
H -2.248 0.781 0.637 1.4918 0.2761 -0.4374
H -1.374 2.367 0.688 0.5951 -1.9126 0.7485
H 0.727 -0.797 2.288 -2.0968 0.2048 -0.7171
H -0.833 -1.273 1.316 -0.5339 -0.4949 0.8040
H 1.385 0.696 -2.445 -0.8539 0.9392 -0.2718
H 0.258 1.860 -1.435 -1.8061 2.3320 -1.1635
H 2.829 0.783 -0.618 -1.3490 0.6430 -0.3301
H 1.216 2.342 0.855 -0.8779 1.4630 0.6150
```
Positions in Å, forces in eV/Å.

***

[4]
Computed, not measured: a 4-piece molecular cluster, C37H46F30NO8 overall, with ωB97M-V with the def2-TZVPD basis set.

Output
lowest unoccupied orbital energy (spin up / spin down)	0.00415 / 0.00400	Ha
Kohn-Sham gap (spin up / spin down)	8.3 / 9.6	eV
energy above the lowest of the compared OMol25 structures with the same formula, charge and spin	2.2	kcal/mol
total energy	-5090.045705	hartree
2S+1	2

The geometry in XYZ format:
```
122
Properties=species:S:1:pos:R:3:forces:R:3
C 4.277 -1.289 0.446 0.0537 -0.0147 0.0732
O 5.405 -1.657 -0.325 -0.1035 -0.0304 0.0576
C 5.137 -2.457 -1.465 0.2624 0.0674 -0.2404
C 5.776 -1.878 -2.740 -0.1494 -0.2810 -0.0762
C 4.842 -1.924 -3.963 0.3775 0.2702 -0.2162
C 4.031 -0.643 -4.143 -0.3617 -0.0790 0.4823
C 3.083 -0.329 -2.978 0.4281 0.3766 -0.2506
C 2.398 1.033 -3.182 0.1977 -0.2630 0.1942
C 1.146 1.245 -2.325 0.1918 0.0926 -0.1444
C -0.183 0.554 -2.802 -0.0253 -0.0029 0.5305
C -1.326 1.554 -2.562 -0.0529 -0.2626 0.1233
O -2.221 1.293 -1.803 0.1581 0.1406 -0.0346
C -1.435 3.058 -3.102 -0.3461 -0.0608 -0.2943
F -2.699 3.419 -2.800 0.0748 0.0615 0.0526
F -0.614 3.869 -2.394 0.0491 -0.0273 0.0303
C -1.312 3.441 -4.622 0.0527 0.4784 0.1052
F -1.836 2.438 -5.372 0.0667 -0.1723 0.0919
F -2.096 4.518 -4.805 0.0166 -0.1239 -0.1059
C 0.095 3.826 -5.218 -0.0178 0.3157 -0.2672
F 0.123 5.157 -5.444 0.0560 -0.0635 0.1700
F 1.091 3.535 -4.376 0.0340 -0.2876 0.0944
C 0.330 3.123 -6.575 0.3317 -0.0546 -0.2061
O 1.117 2.243 -6.719 -0.2207 -0.1540 0.1655
O -0.419 3.675 -7.552 -0.5179 0.0598 0.4854
C -0.085 -0.010 -4.224 -0.0041 0.0283 -0.0003
C -1.208 -0.969 -4.664 0.1682 -0.0086 -0.5303
C -2.611 -0.370 -4.771 -0.2242 -0.3891 -0.0819
C -0.828 -1.477 -6.068 0.1331 0.3527 0.2068
N -1.154 -2.125 -3.724 0.4090 0.4623 0.1329
O -0.285 -3.012 -4.025 -0.0712 -0.0682 -0.0004
C -1.302 -1.823 -2.269 -0.3825 -0.6486 0.5911
C -2.781 -1.637 -1.912 -0.1286 0.1567 -0.2832
C -0.839 -3.066 -1.484 -0.2518 0.3303 0.1683
C -0.402 -0.649 -1.839 0.3022 0.0118 -0.3368
H 3.941 -0.283 0.176 -0.0936 -0.0025 0.0412
H 3.448 -1.992 0.324 -0.0056 -0.0009 -0.0794
H 4.550 -1.291 1.500 0.0913 0.0351 -0.0563
H 5.554 -3.453 -1.287 -0.1336 -0.0518 0.0527
H 4.061 -2.566 -1.623 -0.0566 0.0237 0.1201
H 6.095 -0.851 -2.553 -0.0583 0.0132 0.0743
H 6.679 -2.445 -2.975 0.0415 0.0570 0.0814
H 5.459 -2.047 -4.858 -0.0748 -0.0642 0.0094
H 4.194 -2.803 -3.917 -0.0683 0.0110 0.0379
H 4.727 0.201 -4.209 -0.0006 -0.0200 -0.2394
H 3.442 -0.679 -5.065 0.1195 0.0017 -0.0762
H 3.700 -0.252 -2.078 -0.2477 -0.1892 0.1568
H 2.363 -1.139 -2.842 0.0169 -0.0447 -0.0003
H 2.221 1.183 -4.244 -0.2178 0.1117 -0.0943
H 3.120 1.803 -2.893 -0.0345 0.0246 -0.0716
H 1.380 0.852 -1.331 -0.1386 0.0630 0.0564
H 1.008 2.312 -2.172 -0.0800 0.0481 -0.1374
H -0.962 2.996 -7.975 0.3235 -0.0591 -0.3365
H 0.811 -0.635 -4.233 0.0173 0.0771 -0.0237
H 0.097 0.748 -4.984 -0.1486 0.1559 -0.0345
H -3.325 -1.185 -4.919 0.0326 0.0235 0.0453
H -2.673 0.255 -5.659 0.0492 0.1041 0.0952
H -2.950 0.192 -3.910 0.0713 0.1708 -0.0962
H 0.246 -1.636 -6.149 -0.0755 -0.2544 0.0365
H -1.082 -0.695 -6.787 -0.0768 -0.0924 -0.0251
H -1.357 -2.395 -6.312 -0.0067 -0.0040 -0.0442
H -2.883 -1.436 -0.846 0.0638 -0.0440 0.0142
H -3.250 -0.816 -2.436 -0.0171 -0.0456 0.1488
H -3.348 -2.538 -2.153 0.1049 -0.0444 0.0470
H -1.154 -2.932 -0.445 0.0819 0.0400 -0.0089
H 0.241 -3.187 -1.498 -0.0145 -0.1559 -0.1704
H -1.335 -3.959 -1.857 0.1374 -0.0322 -0.0856
H -0.715 -0.279 -0.862 -0.0843 -0.0720 -0.0294
H 0.597 -1.066 -1.695 -0.0393 -0.0337 -0.0724
C 3.928 2.403 5.599 0.1461 0.2990 0.4459
C 3.767 0.907 5.284 -0.2669 0.1547 -0.0917
C 4.747 0.261 4.301 0.0951 -0.0832 0.0722
F 4.617 0.801 3.076 -0.0373 0.1130 -0.0466
F 4.460 -1.060 4.215 -0.0070 0.0415 -0.0197
F 2.502 0.645 4.906 0.0509 -0.0274 -0.0231
F 3.990 0.255 6.471 0.0948 -0.0233 0.0039
O 3.044 3.290 4.942 -0.1599 -0.4060 -0.3041
C 3.351 3.903 3.760 0.0199 0.1178 0.2505
C 2.322 3.556 2.678 -0.0726 0.0257 -0.0569
F 2.325 2.229 2.436 0.0585 -0.0320 0.0054
F 2.657 4.198 1.537 -0.0052 -0.0093 -0.0233
F 4.604 3.648 3.352 0.0450 -0.1554 -0.0438
F 3.259 5.238 3.958 0.0475 0.0818 -0.0094
H 3.650 2.487 6.649 -0.0131 -0.0215 0.0005
H 4.967 2.724 5.522 0.0174 -0.1017 -0.1957
H 5.779 0.372 4.643 -0.0129 0.0317 -0.0020
H 1.325 3.865 2.995 0.0063 0.0075 0.0119
C -7.958 1.263 -0.567 -0.1967 0.5143 0.1095
C -7.136 0.211 0.197 -0.2070 -0.1762 -0.1251
C -5.698 -0.046 -0.259 0.1738 0.0831 0.0979
F -5.674 -0.555 -1.506 -0.1462 0.0059 -0.1239
F -5.135 -0.951 0.575 -0.0406 0.0017 -0.0228
F -7.813 -0.954 0.261 0.0360 0.0322 -0.0301
F -7.016 0.693 1.470 0.0308 0.0641 0.0412
O -8.893 0.788 -1.517 0.2239 -0.5033 0.0551
C -8.593 0.648 -2.843 -0.1428 0.2277 0.1223
C -8.794 -0.800 -3.304 -0.0464 -0.0647 -0.0407
F -7.964 -1.623 -2.634 0.0588 0.0253 0.0147
F -8.505 -0.879 -4.622 0.0078 -0.0227 -0.0145
F -7.368 1.100 -3.151 0.1456 -0.0776 0.0602
F -9.480 1.396 -3.541 -0.0103 0.0677 -0.0677
H -8.578 1.723 0.201 -0.0005 -0.0113 0.0131
H -7.325 2.052 -0.973 0.1428 -0.1532 -0.0760
H -5.107 0.873 -0.229 -0.0057 -0.0028 -0.0367
H -9.827 -1.108 -3.135 -0.0039 0.0158 0.0000
C 0.504 -2.041 8.311 -0.1216 -0.3033 -0.4704
C 0.919 -0.590 8.604 -0.2275 -0.0406 0.2629
C 2.356 -0.329 9.064 0.0915 0.0898 0.0403
F 2.599 -0.897 10.261 -0.1060 -0.1070 0.0394
F 2.526 1.010 9.197 0.0043 -0.0268 -0.0307
F 0.052 -0.024 9.470 0.0573 -0.0337 -0.0051
F 0.811 0.073 7.416 0.0376 0.0077 -0.0919
O -0.245 -2.714 9.305 0.1083 0.4292 0.3338
C 0.333 -3.497 10.264 -0.1227 -0.1067 -0.2408
C -0.014 -2.992 11.669 -0.0475 -0.0080 0.0806
F 0.464 -1.746 11.850 0.0613 0.0172 -0.0337
F 0.562 -3.809 12.578 0.0051 0.0077 0.0227
F 1.658 -3.630 10.099 0.1059 0.1399 0.0142
F -0.207 -4.734 10.160 0.0219 -0.0906 -0.0106
H -0.191 -1.954 7.477 -0.0008 0.0181 -0.0034
H 1.345 -2.637 7.956 0.1252 0.0786 0.1608
H 3.073 -0.700 8.333 -0.0011 -0.0628 -0.0278
H -1.096 -2.990 11.811 -0.0011 -0.0099 -0.0130
```
Positions in Å, forces in eV/Å.

***

> Which value of energy above the lowest of the compared OMol25 structures with the same formula, charge and spin does entry 3 give?

112.7 kcal/mol